1.
{"formula": "C4H10N4", "method": "ωB97M-V/def2-TZVPD", "spin_multiplicity": 1, "homo_lumo_gap_ev": 6.80, "e_above_lowest_kcal_mol": 122.3, "e_lumo_ev": 0.5, "species": ["C", "N", "N", "C", "N", "C", "C", "N", "H", "H", "H", "H", "H", "H", "H", "H", "H", "H"], "xyz": [[-0.515, -2.084, -0.916], [-0.271, -0.997, -0.002], [0.669, -0.147, -0.561], [1.228, 0.848, 0.095], [2.407, 1.414, -0.351], [-2.161, -0.087, 0.444], [-2.238, 0.594, 1.472], [0.692, 1.322, 1.235], [0.964, -0.289, -1.526], [2.432, 2.424, -0.369], [2.868, 0.976, -1.132], [1.328, 1.649, 1.947], [-2.486, -0.550, -0.466], [0.391, -2.667, -1.146], [-1.227, -2.758, -0.440], [-0.959, -1.771, -1.885], [-2.895, 1.182, 2.077], [-0.227, 0.944, 1.526]]}

=====

2.
{"formula": "C4H10N4", "method": "ωB97M-V/def2-TZVPD", "spin_multiplicity": 1, "homo_lumo_gap_ev": 9.98, "e_above_lowest_kcal_mol": 104.5, "e_lumo_ev": -10.5, "total_charge": 2, "species": ["C", "N", "C", "N", "C", "N", "C", "N", "H", "H", "H", "H", "H", "H", "H", "H", "H", "H"], "xyz": [[-1.148, 0.059, 1.043], [0.187, 0.066, 0.447], [0.938, -1.246, 0.675], [1.005, 1.028, 1.158], [1.298, 1.930, 0.360], [0.870, 1.686, -0.956], [0.155, 0.531, -0.874], [-0.724, -0.222, -1.977], [-0.983, 0.076, 2.162], [-1.625, 1.019, 0.755], [-1.808, -0.895, 0.836], [0.086, -1.962, 0.964], [1.635, -1.701, -0.051], [1.476, -0.986, 1.594], [2.023, 2.730, 0.641], [0.820, 2.374, -1.724], [-0.786, 0.279, -2.868], [-1.042, -1.102, -1.711]]}

=====

3.
{"formula": "C4H10N4O", "method": "ωB97M-V/def2-TZVPD", "spin_multiplicity": 1, "homo_lumo_gap_ev": 8.12, "e_above_lowest_kcal_mol": 104.1, "e_lumo_ev": -0.3, "species": ["C", "N", "C", "C", "N", "N", "N", "C", "O", "H", "H", "H", "H", "H", "H", "H", "H", "H", "H"], "xyz": [[0.252, -1.289, -0.470], [-0.419, -1.179, 0.739], [-0.266, 0.335, 0.968], [0.389, 0.548, -0.923], [-1.768, -1.651, 0.690], [0.920, 0.548, 1.712], [-0.670, 1.025, -1.671], [1.682, 0.810, -1.215], [-1.304, 1.009, 1.042], [-1.971, -2.051, 1.601], [-2.370, -0.827, 0.598], [1.104, -0.167, 2.410], [0.899, 1.387, 2.283], [-1.491, 1.227, -1.108], [-0.450, 1.763, -2.329], [1.294, -1.556, -0.340], [-0.287, -1.741, -1.300], [1.974, 1.467, -2.029], [2.483, 0.343, -0.658]]}

=====

4.
{"formula": "C4H10N5", "method": "ωB97M-V/def2-TZVPD", "spin_multiplicity": 1, "homo_lumo_gap_ev": 9.82, "e_above_lowest_kcal_mol": 42.5, "e_lumo_ev": -3.1, "total_charge": 1, "species": ["H", "N", "C", "N", "N", "C", "C", "C", "N", "N", "H", "H", "H", "H", "H", "H", "H", "H", "H"], "xyz": [[-1.935, -0.282, 2.205], [-1.335, -0.151, 1.399], [-1.374, 1.012, 0.811], [-1.967, 2.114, 1.306], [-0.694, 1.323, -0.369], [0.493, 1.062, -0.914], [1.341, 0.045, -0.920], [1.300, -1.375, -0.510], [2.016, -2.268, -1.101], [0.401, -1.752, 0.342], [-2.016, 3.043, 0.965], [-2.632, 1.897, 1.945], [-1.014, 2.265, -0.618], [0.904, 1.859, -1.629], [2.159, 0.453, -1.452], [2.683, -1.970, -1.863], [1.886, -3.325, -0.919], [0.203, -2.762, 0.522], [-0.419, -1.187, 0.800]]}

=====

5.
{"formula": "C4H10N5", "method": "ωB97M-V/def2-TZVPD", "spin_multiplicity": 1, "homo_lumo_gap_ev": 10.17, "e_above_lowest_kcal_mol": 95.5, "e_lumo_ev": -3.1, "total_charge": 1, "species": ["N", "C", "N", "N", "N", "C", "C", "C", "N", "H", "H", "H", "H", "H", "H", "H", "H", "H", "H"], "xyz": [[0.833, 2.373, -1.454], [-0.040, 1.585, -0.913], [-1.246, 1.956, -0.429], [0.364, 0.359, -0.782], [-0.437, -0.689, -0.397], [0.282, -2.024, -0.220], [0.740, -1.876, 1.271], [-0.184, -0.906, 1.843], [-0.978, -0.280, 1.050], [1.386, 1.906, -2.211], [0.694, 3.415, -1.381], [-1.745, 1.228, 0.147], [-1.445, 2.965, -0.363], [-1.304, -0.788, -0.889], [1.140, -1.900, -0.885], [-0.445, -2.788, -0.438], [1.809, -1.461, 1.199], [0.730, -2.651, 2.029], [-0.155, -0.423, 2.822]]}

=====

6.
{"formula": "C4H10N5O2", "method": "ωB97M-V/def2-TZVPD", "spin_multiplicity": 1, "homo_lumo_gap_ev": 9.71, "e_above_lowest_kcal_mol": 147.6, "e_lumo_ev": -3.0, "total_charge": 1, "species": ["C", "C", "C", "C", "N", "N", "N", "N", "N", "O", "O", "H", "H", "H", "H", "H", "H", "H", "H", "H", "H"], "xyz": [[-3.382, 0.223, -0.077], [-1.255, 0.745, -0.220], [-2.525, 1.219, -0.542], [1.946, -0.315, -0.448], [-2.630, -0.669, 0.535], [-1.363, -0.387, 0.496], [2.396, 0.540, 0.482], [1.176, -1.366, -0.184], [3.425, 1.495, 0.138], [0.758, -1.688, 1.078], [0.612, -2.146, -1.107], [-4.391, 0.292, -0.247], [0.176, -2.896, -0.700], [-0.360, 1.207, -0.484], [-2.676, 2.119, -1.062], [2.302, -0.323, -1.537], [-3.155, -1.384, 1.012], [-0.187, -1.192, 1.303], [2.070, 0.461, 1.424], [3.879, 2.061, 0.822], [3.185, 2.005, -0.682]]}

=====

7.
{"formula": "C4H10N6O2", "method": "ωB97M-V/def2-TZVPD", "spin_multiplicity": 1, "homo_lumo_gap_ev": 10.39, "e_above_lowest_kcal_mol": 83.8, "e_lumo_ev": -6.1, "total_charge": 2, "species": ["N", "N", "C", "O", "N", "N", "N", "C", "N", "C", "C", "O", "H", "H", "H", "H", "H", "H", "H", "H", "H", "H"], "xyz": [[4.420, -0.225, -0.289], [3.221, 0.467, -0.672], [2.166, -0.076, 0.045], [2.423, -0.988, 0.857], [0.939, 0.424, -0.118], [-0.071, 0.105, 0.848], [-0.980, -0.730, 0.161], [-2.321, -0.428, 0.096], [-2.787, 0.734, 0.598], [-4.121, 0.869, 0.147], [-4.369, -0.238, -0.562], [-3.274, -1.076, -0.520], [4.842, 0.375, 0.541], [5.009, -0.568, -0.993], [3.771, -1.035, 0.434], [3.177, 0.664, -1.659], [0.945, 1.282, -0.646], [0.456, -0.430, 1.670], [-0.920, -1.694, -0.130], [-2.409, 1.533, 1.049], [-4.866, 1.597, 0.300], [-5.252, -0.563, -1.155]]}

=====

8.
{"formula": "C4H10N6O4", "method": "ωB97M-V/def2-TZVPD", "spin_multiplicity": 1, "homo_lumo_gap_ev": 9.05, "e_above_lowest_kcal_mol": 36.2, "e_lumo_ev": 0.6, "species": ["N", "C", "N", "N", "C", "N", "O", "O", "H", "H", "H", "H", "H", "H", "H", "N", "C", "N", "C", "O", "O", "H", "H", "H"], "xyz": [[-0.270, -2.271, 0.302], [0.627, -1.340, 0.045], [1.864, -1.736, -0.410], [0.334, -0.095, 0.278], [1.242, 0.940, 0.098], [2.489, 0.954, 0.421], [3.312, 0.020, 0.692], [3.206, 2.208, 0.386], [-0.914, -2.125, 0.978], [0.211, -3.154, 0.391], [2.646, -1.255, 0.074], [1.820, -2.766, -0.520], [0.803, 1.905, 0.021], [3.880, 2.123, 1.128], [-1.514, 2.275, -1.690], [-1.593, 1.976, -0.758], [-2.093, 0.795, -0.613], [-2.502, -0.117, -1.557], [-2.293, 0.277, 0.765], [-2.833, -0.779, 0.937], [-1.896, 1.112, 1.679], [-2.974, -0.995, -1.367], [-2.158, 0.194, -2.481], [-1.391, 1.856, 1.199]]}

=====

9.
{"formula": "C4H10NO", "method": "ωB97M-V/def2-TZVPD", "spin_multiplicity": 1, "homo_lumo_gap_ev": [5.21, 5.21], "e_above_lowest_kcal_mol": 76.8, "e_lumo_ev": [4.0, 4.0], "total_charge": -1, "species": ["C", "C", "C", "C", "N", "O", "H", "H", "H", "H", "H", "H", "H", "H", "H", "H"], "xyz": [[-0.903, -1.183, -0.027], [-0.177, 0.977, -1.166], [1.518, -0.355, 0.157], [0.011, 0.000, -0.025], [-0.336, 1.110, 1.558], [-1.642, 1.476, 1.483], [-0.532, -1.931, -0.797], [-0.923, -1.644, 0.951], [-1.990, -0.873, -0.260], [0.368, 1.917, -1.140], [-1.225, 1.122, -1.216], [0.073, 0.543, -2.192], [2.224, 0.468, 0.147], [1.794, -1.143, 0.951], [1.919, -0.914, -0.825], [-0.182, 0.429, 2.400]]}

=====

10.
{"formula": "C4H10NO", "method": "ωB97M-V/def2-TZVPD", "spin_multiplicity": 2, "homo_lumo_gap_ev": [4.14, 4.74], "e_above_lowest_kcal_mol": 71.6, "e_lumo_ev": [7.0, 7.0], "total_charge": -2, "species": ["C", "C", "N", "C", "C", "O", "H", "H", "H", "H", "H", "H", "H", "H", "H", "H"], "xyz": [[-0.405, 1.606, -2.079], [0.236, 0.324, 2.570], [0.050, -0.997, 2.213], [0.182, -0.596, 0.740], [0.070, -1.844, -0.285], [-0.044, -1.474, -1.609], [-0.666, 2.082, -1.127], [-1.255, 1.500, -2.741], [0.415, 2.162, -2.518], [1.303, 0.621, 2.786], [-0.562, 1.069, 2.851], [-0.079, 0.588, -1.820], [1.235, -0.248, 0.536], [-0.570, 0.114, 0.467], [0.963, -2.441, 0.040], [-0.874, -2.466, -0.023]]}

=====

> What is the formula in the eighth record?

C4H10N6O4

=====

Repeat the fourth record exactly.
{"formula": "C4H10N5", "method": "ωB97M-V/def2-TZVPD", "spin_multiplicity": 1, "homo_lumo_gap_ev": 9.82, "e_above_lowest_kcal_mol": 42.5, "e_lumo_ev": -3.1, "total_charge": 1, "species": ["H", "N", "C", "N", "N", "C", "C", "C", "N", "N", "H", "H", "H", "H", "H", "H", "H", "H", "H"], "xyz": [[-1.935, -0.282, 2.205], [-1.335, -0.151, 1.399], [-1.374, 1.012, 0.811], [-1.967, 2.114, 1.306], [-0.694, 1.323, -0.369], [0.493, 1.062, -0.914], [1.341, 0.045, -0.920], [1.300, -1.375, -0.510], [2.016, -2.268, -1.101], [0.401, -1.752, 0.342], [-2.016, 3.043, 0.965], [-2.632, 1.897, 1.945], [-1.014, 2.265, -0.618], [0.904, 1.859, -1.629], [2.159, 0.453, -1.452], [2.683, -1.970, -1.863], [1.886, -3.325, -0.919], [0.203, -2.762, 0.522], [-0.419, -1.187, 0.800]]}